The following is a DFT calculation (the ωB97M-V functional and the def2-TZVPD basis) of a structure of composition C17H48CoN3P2Si2.

Structure (XYZ):
```
73
Properties=species:S:1:pos:R:3:forces:R:3
C 0.57376 -1.33310 -3.49354 0.0 0.1 0.0
H -1.64987 2.24887 -2.35972 0.0 0.0 0.0
H -2.45183 1.88263 2.60763 0.0 0.0 0.0
H -2.79855 1.15839 -2.70268 0.0 0.0 0.1
Co -1.03839 0.14295 -0.79469 -0.7 0.2 0.1
H 0.97825 -2.22840 -3.01472 0.0 0.0 0.0
H 2.49881 3.05201 -0.36888 0.0 0.0 0.0
H -0.15363 -1.30688 4.06274 -0.1 0.0 0.0
Si 2.13343 1.69273 1.69796 0.0 0.0 0.1
H 1.81136 1.36769 -4.14661 0.0 0.0 0.0
H 1.37088 -0.64795 4.65193 0.0 0.0 0.0
H -3.71916 3.05666 -1.45965 0.0 0.0 0.0
H 1.39943 -3.91749 1.53633 0.0 -0.1 0.0
H 3.20194 -0.42878 -2.62072 0.0 0.0 0.0
N -2.26521 1.55600 -1.93449 0.1 0.0 -0.1
C -1.51394 -3.41473 -1.75589 0.0 0.0 -0.1
H -3.89488 1.51408 -0.62649 0.0 0.0 0.0
Si 1.68661 -1.59435 2.37627 0.0 0.0 0.0
C -1.92507 1.14895 1.99127 0.0 0.0 0.1
H -1.82275 -4.10057 -2.54585 0.0 0.0 0.0
H 1.94871 3.34970 3.51737 0.0 0.1 0.0
H -2.59920 -1.75174 0.55975 0.0 0.1 0.0
H 1.31320 3.81886 0.65868 0.0 0.1 0.0
H -4.23997 -2.01768 -1.93637 0.0 0.0 0.0
C 3.99348 1.58088 1.78592 -0.1 0.0 0.0
H -1.30251 -0.65684 -4.36358 0.0 0.0 0.0
C 0.97461 1.51020 -3.46112 0.0 -0.1 0.0
P -1.85664 -1.69625 -2.25705 0.0 -0.1 -0.1
H 0.81725 -2.77226 0.34051 0.0 0.0 -0.1
H -0.54821 2.18707 0.94045 -0.1 0.0 0.0
H 2.59028 -1.00017 -1.05041 0.0 0.0 0.0
C 0.92609 -1.46335 4.08248 0.1 0.0 -0.1
C -2.79958 -0.05108 1.70986 -0.1 0.0 0.0
C 1.36512 0.00035 1.43468 0.0 0.0 0.0
H -3.93329 -0.82370 -3.19791 0.0 0.0 0.0
H 1.14033 2.42657 -2.89653 0.0 0.0 0.0
H -3.70601 0.23310 1.17351 0.0 0.0 0.0
H 4.32388 1.23765 2.76497 0.0 0.0 0.1
H -1.04321 0.82100 2.54794 0.0 0.0 0.0
H -0.45272 -3.55620 -1.55777 0.0 0.0 0.0
C 1.45900 2.40007 3.29845 0.0 0.0 -0.1
P 0.85756 0.07410 -2.34618 0.1 -0.1 0.1
H 4.00974 -1.96783 1.54174 0.0 0.0 -0.1
H -2.96346 3.23362 0.92009 0.0 0.0 0.0
H 3.66861 -2.88667 3.00399 0.0 0.0 0.0
H -1.27125 -1.38157 1.41000 -0.1 0.0 0.0
C 0.84797 -2.98573 1.41150 0.1 0.1 0.0
H 1.16147 -1.16898 -4.40024 0.0 0.0 0.0
N -2.02270 -0.96923 0.85505 0.3 -0.2 -0.1
H 2.93856 0.71443 -1.29068 0.0 0.1 0.0
H 1.11038 -2.38492 4.63622 0.0 -0.1 0.0
C 1.64294 2.85142 0.27650 0.0 -0.1 0.0
H 0.60309 -0.09917 0.64585 0.2 0.1 0.1
N -1.44285 1.75150 0.73393 0.2 0.0 -0.1
C 3.51597 -1.92513 2.51177 -0.1 0.0 0.0
H 4.01761 -1.16901 3.11156 0.1 0.1 0.1
C -3.59936 -1.77375 -2.78325 0.1 0.0 0.0
H 4.42605 2.56941 1.62644 0.0 0.1 0.0
H 0.38451 2.59014 3.27564 -0.1 0.0 0.0
H 0.84558 2.45343 -0.36069 0.1 0.0 -0.1
C 2.56070 -0.18466 -1.77232 0.0 0.0 -0.1
C -3.16710 2.24375 -0.98366 0.0 0.0 0.0
H -0.16846 -3.18887 1.75484 -0.1 0.0 0.0
C -2.32221 2.79031 0.15469 -0.1 0.0 0.0
H -2.05644 -3.67262 -0.84674 0.0 0.0 0.0
C -0.91162 -1.52039 -3.81795 0.0 0.0 0.1
H 0.06434 1.61657 -4.05158 0.0 0.0 0.0
H -3.10753 -0.52324 2.64514 0.0 0.0 0.0
H -3.72771 -2.54552 -3.54295 0.0 0.0 0.0
H 1.65632 1.72995 4.13466 0.0 0.0 0.1
H -1.68489 3.58955 -0.23058 0.0 0.0 0.0
H -1.06858 -2.39354 -4.45510 0.0 0.0 0.0
H 4.41097 0.90778 1.03826 0.0 0.0 -0.1
```
Positions in Å, forces in eV/Å.

Properties
HOMO (spin up / spin down), eV: -13.93 / -15.35
Maximum force, eV/A: 0.74
Kohn-Sham gap (spin up / spin down), eV: 9.09 / 9.25
2S+1: 5
Net charge: +2
<S²>: 6.0150